Formula: C2H7I2IrN5O2
Source: the Open Molecules 2025 dataset
Level of theory: ωB97M-V/def2-TZVPD

Values from the calculation:
⟨S²⟩	6.012
net charge	+3
spin multiplicity	5
lowest unoccupied orbital energy (alpha / beta)	-12.331 / -15.049	eV
gap between HOMO and LUMO (alpha / beta)	8.74 / 6.41	eV

Positions of all 19 atoms, in Å:
Ir  -0.21530  1.07540  0.44073
N  2.04354  -0.08863  0.37306
N  2.57825  -0.21507  1.65519
C  1.73272  -0.18047  2.70635
N  2.10207  -0.45995  3.92119
N  0.49199  0.18864  2.30660
N  -0.62924  0.31546  3.07869
O  -1.53611  0.81301  2.36353
O  -0.70969  -0.02158  4.20820
H  1.72414  -0.98851  0.01669
H  2.73213  0.29124  -0.27302
H  3.58090  -0.15950  1.78045
H  3.03426  -0.78566  4.15483
H  1.45031  -0.41070  4.69441
I  -2.36340  0.35852  -1.15216
C  -3.03387  2.34007  -0.62318
I  -1.28478  3.52602  -0.18514
H  -3.66261  2.28068  0.26066
H  -3.54900  2.77651  -1.47747

Forces on the atoms, in the same order (eV/Å):
Ir 0.2444 -0.4168 1.0705
N -0.8941 0.2986 -0.6364
N -0.0333 -0.0217 0.4868
C 0.3166 0.0223 -0.1434
N -0.0177 -0.0261 0.2276
N -0.8429 0.6557 -0.8151
N 0.8475 -0.5967 0.5460
O -0.3532 0.1867 -0.3511
O -0.1598 0.2815 -0.4126
H 0.4084 -0.2578 0.0119
H 0.1153 0.1031 0.0439
H 0.1242 -0.2102 -0.0742
H 0.0632 -0.0116 -0.1402
H -0.0963 0.0513 0.0345
I 0.3070 0.3920 0.3335
C -0.0527 -0.0020 -0.2277
I -0.1275 -0.4410 0.0098
H 0.0823 -0.0085 0.0682
H 0.0685 0.0011 -0.0319

***

Formula: C2H7IN
Source: the Open Molecules 2025 dataset
Level of theory: ωB97M-V/def2-TZVPD

Values from the calculation:
energy above the lowest of the compared OMol25 structures with the same formula, charge and spin	28.84	kcal/mol
net charge	+1
lowest unoccupied orbital energy	-4.103	eV
gap between HOMO and LUMO	9.84	eV

Positions of all 11 atoms, in Å:
C  -0.94114  0.18753  -0.00006
C  1.33995  -0.52902  -0.17613
N  0.51694  0.56668  0.28239
I  3.45818  -0.06212  -0.10073
H  -1.60474  0.25280  0.77506
H  -1.13862  0.84442  -0.89991
H  -0.91482  -0.94250  -0.23710
H  1.28301  -1.46548  0.40760
H  1.05243  -0.80578  -1.47038
H  0.61168  0.61482  1.31361
H  0.73931  1.38183  -0.30373

Forces on the atoms, in the same order (eV/Å):
C 1.8424 -1.4177 -3.9698
C 1.7635 -2.2730 -4.5884
N -1.5604 -1.1488 0.8497
I -0.7001 0.0658 -0.0277
H -1.3369 1.0523 2.1866
H -0.6779 -1.2501 1.0735
H -0.1940 1.9729 -0.0981
H -0.6332 0.7853 -0.2221
H 0.8299 0.9792 4.3469
H 0.4612 1.0323 -0.7238
H 0.2054 0.2018 1.1733

***

Formula: C2H7IN
Source: the Open Molecules 2025 dataset
Level of theory: ωB97M-V/def2-TZVPD

Values from the calculation:
energy above the lowest of the compared OMol25 structures with the same formula, charge and spin	59.34	kcal/mol
net charge	+1
lowest unoccupied orbital energy	-6.876	eV
gap between HOMO and LUMO	7.68	eV

Positions of all 11 atoms, in Å:
C  1.03442  0.73100  -0.83321
C  -1.65012  -0.82416  0.74928
N  0.76584  0.05691  0.40923
I  -2.19288  -1.04370  -1.18481
H  0.21105  0.65338  -1.53204
H  1.46674  1.72426  -0.74779
H  1.84601  0.19970  -1.27987
H  -1.84778  -1.66647  1.45428
H  -1.76232  0.19354  1.20170
H  0.65970  0.61747  1.24583
H  1.46934  -0.64193  0.51741

Forces on the atoms, in the same order (eV/Å):
C 0.6292 0.0398 -0.3447
C -0.6185 1.1160 -0.0637
N -1.3546 -0.3377 0.8481
I 0.2605 0.0295 0.8898
H -0.4258 0.4063 -0.1421
H -0.7199 0.3885 0.2638
H 0.4323 -0.5634 -0.6221
H 1.0111 0.4272 -0.7414
H 0.3221 -1.0177 -0.6409
H 0.3301 0.1187 -0.1937
H 0.1336 -0.6071 0.7467

***

Formula: C2H7IN3
Source: the Open Molecules 2025 dataset
Level of theory: ωB97M-V/def2-TZVPD

Values from the calculation:
energy above the lowest of the compared OMol25 structures with the same formula, charge and spin	72.76	kcal/mol
net charge	+1
lowest unoccupied orbital energy (alpha / beta)	-5.980 / -5.979	eV
gap between HOMO and LUMO (alpha / beta)	7.78 / 7.78	eV

Positions of all 13 atoms, in Å:
C  -0.17529  -0.51233  -0.58038
C  -1.13675  0.52367  -0.26352
N  0.94113  -0.44892  0.01153
N  -0.68144  -1.50701  -1.34729
N  1.73588  0.13702  0.78814
I  1.06197  1.95758  2.56057
H  -1.61190  0.92691  -1.14925
H  -0.48287  1.33537  0.12488
H  -1.77969  0.12987  0.52448
H  -1.42090  -1.45371  -2.03122
H  0.04130  -2.16942  -1.62828
H  1.07810  0.40306  2.68435
H  2.43044  0.67791  0.30597

Forces on the atoms, in the same order (eV/Å):
C -2.1780 -1.0073 -1.2469
C 0.9078 2.3584 1.0192
N 1.8754 1.0215 0.5278
N 3.0666 -1.3334 0.0938
N -1.1150 -3.2413 -0.9644
I -0.2504 1.5532 0.3469
H -0.4668 -0.2995 -0.0250
H -1.1515 -0.0394 0.1361
H -0.3217 0.3651 -0.2312
H -0.2010 0.7999 0.4484
H -0.5357 -0.2028 -0.0136
H -0.1623 -0.7873 0.8041
H 0.5325 0.8130 -0.8952

***

Formula: C2H7IP2
Source: the Open Molecules 2025 dataset
Level of theory: ωB97M-V/def2-TZVPD

Values from the calculation:
energy above the lowest of the compared OMol25 structures with the same formula, charge and spin	34.70	kcal/mol
lowest unoccupied orbital energy	-0.007	eV
gap between HOMO and LUMO	8.48	eV
structure (SMILES)	CC[PH]#[PH]I

Positions of all 12 atoms, in Å:
C  0.34334  1.31027  -0.10274
C  0.17738  -0.01909  0.47728
P  -1.41167  -0.85998  -0.92146
P  -2.90340  -1.33512  0.45166
I  -4.17184  0.73550  0.41382
H  0.55855  2.10758  0.66594
H  0.98958  1.44734  -0.96386
H  -0.73868  1.60088  -0.38633
H  -0.12780  0.06407  1.43233
H  1.11321  -0.60275  0.31509
H  -1.06776  -2.21190  -0.65172
H  -3.33607  -2.27719  -0.41299

Forces on the atoms, in the same order (eV/Å):
C -2.5287 3.4101 0.1035
C 0.6288 -2.3567 -5.0575
P 3.5539 0.6662 1.1151
P 0.2480 0.5231 2.8357
I -0.5270 0.0434 -0.2771
H 0.3475 -0.8248 -0.6436
H -0.0113 -0.2472 -0.0341
H 1.7615 0.2655 -0.0821
H -1.3114 -0.4685 3.2159
H -0.9961 -0.1276 0.5075
H 0.2845 -0.2002 -0.4241
H -1.4496 -0.6833 -1.2593

***

Formula: C2H7N
Source: the Open Molecules 2025 dataset
Level of theory: ωB97M-V/def2-TZVPD

Values from the calculation:
energy above the lowest of the compared OMol25 structures with the same formula, charge and spin	19.76	kcal/mol
⟨S²⟩	0.750
net charge	-1
spin multiplicity	2
lowest unoccupied orbital energy (alpha / beta)	3.656 / 4.136	eV
gap between HOMO and LUMO (alpha / beta)	2.08 / 10.31	eV

Positions of all 10 atoms, in Å:
C  -4.14895  -1.36459  -0.50133
H  -3.42142  -1.68295  -1.11110
H  -3.92765  -1.30512  0.61895
H  -5.02129  -2.04105  -0.59763
H  -4.59269  -0.36750  -1.00582
C  2.54288  1.36986  0.07082
N  2.64225  0.26571  0.66813
H  2.12047  2.23597  0.75353
H  2.89173  1.70264  -0.90969
H  3.09152  -0.43361  0.15791

Forces on the atoms, in the same order (eV/Å):
C -4.7049 2.8034 1.9771
H 3.0452 -1.2384 -1.8399
H 0.0230 0.3063 -1.8017
H 0.4343 -0.0235 0.0687
H 1.2461 -1.8189 1.5891
C -0.6951 2.1415 2.2284
N -0.6897 1.0877 1.1301
H 0.4892 -1.3922 -1.6312
H 0.0272 -0.4703 -0.2044
H 0.8249 -1.3955 -1.5162

***

Formula: C2H7N
Source: the Open Molecules 2025 dataset
Level of theory: ωB97M-V/def2-TZVPD

Values from the calculation:
energy above the lowest of the compared OMol25 structures with the same formula, charge and spin	68.24	kcal/mol
lowest unoccupied orbital energy	0.484	eV
gap between HOMO and LUMO	9.60	eV
structure (SMILES)	C=N.C

Positions of all 10 atoms, in Å:
C  2.07530  0.22688  0.31360
N  0.79808  0.00064  0.14134
C  -2.42321  -0.15551  -0.37051
H  2.75390  -0.49361  -0.14882
H  2.37965  1.10303  0.89356
H  1.02946  -0.91351  0.63933
H  -1.64150  0.54398  -0.09704
H  -2.54212  -0.22322  -1.45081
H  -2.14736  -1.15208  -0.02819
H  -3.36378  0.15097  0.08451

Forces on the atoms, in the same order (eV/Å):
C -1.6007 0.8959 -0.5140
N 1.9103 -0.1918 2.7869
C -0.1627 -0.1921 -0.0347
H 0.7735 -0.1910 1.1100
H 0.6753 0.5916 -1.1402
H -1.6160 -1.0924 -2.2226
H 0.0610 -0.0208 -0.1133
H 0.0138 0.2274 -0.0186
H -0.0157 0.0571 0.1786
H -0.0388 -0.0839 -0.0321

***

Formula: C2H7N2
Source: the Open Molecules 2025 dataset
Level of theory: ωB97M-V/def2-TZVPD

Values from the calculation:
energy above the lowest of the compared OMol25 structures with the same formula, charge and spin	28.13	kcal/mol
⟨S²⟩	0.753
spin multiplicity	2
lowest unoccupied orbital energy (alpha / beta)	1.272 / 1.133	eV
gap between HOMO and LUMO (alpha / beta)	5.19 / 9.82	eV

Positions of all 11 atoms, in Å:
C  -0.28563  1.92212  -0.31441
N  0.36697  -1.84024  0.17564
C  -0.33428  -0.71124  0.15720
N  0.11562  0.55344  -0.00126
H  0.39033  2.62577  0.24490
H  -1.28804  2.02773  -0.05924
H  0.02799  2.01199  -1.34156
H  1.35751  -1.79672  -0.09747
H  0.11110  -2.69756  0.66838
H  -1.35820  -0.98709  0.45630
H  1.10065  0.55821  -0.14873

Forces on the atoms, in the same order (eV/Å):
C 2.1135 -1.3633 0.3286
N 4.3751 -2.3980 -0.7375
C -6.1778 -0.0586 0.2162
N 3.1109 1.1679 0.9911
H -0.9695 -0.6105 -0.1354
H -1.7557 0.7824 -0.0748
H -0.9116 0.8541 -0.8389
H -0.8449 -0.3188 0.2536
H -0.0146 1.0494 -0.0554
H 0.2784 1.3003 -0.0836
H 0.7962 -0.4049 0.1361

***

Formula: C2H7N2
Source: the Open Molecules 2025 dataset
Level of theory: ωB97M-V/def2-TZVPD

Values from the calculation:
energy above the lowest of the compared OMol25 structures with the same formula, charge and spin	5.11	kcal/mol
net charge	+1
lowest unoccupied orbital energy	-3.996	eV
gap between HOMO and LUMO	11.71	eV
structure (SMILES)	CNC=[NH2+]

Positions of all 11 atoms, in Å:
C  -0.61391  -0.88037  1.48892
N  0.12945  0.04651  0.62539
C  0.13598  -0.07736  -0.67831
N  0.32201  0.87829  -1.55657
H  -0.38895  -0.68540  2.53524
H  -1.67622  -0.82180  1.24902
H  -0.30236  -1.89456  1.25697
H  0.23915  0.99659  0.95201
H  -0.12667  -1.06864  -1.02610
H  0.73671  1.78677  -1.38302
H  0.19979  0.61742  -2.52220

Forces on the atoms, in the same order (eV/Å):
C 0.1033 -0.6020 -0.2742
N -0.0182 0.8990 -0.5441
C -0.5890 -0.2681 0.8067
N 0.4093 -0.3310 -0.4019
H -0.1313 0.1213 -0.1740
H 0.0201 0.2240 0.3978
H 0.1694 -0.0986 0.0704
H 0.1194 -0.0001 0.3885
H -0.0423 0.0459 -0.3854
H -0.2742 -0.1156 0.2511
H 0.2335 0.1253 -0.1348

***

Formula: C2H7N2
Source: the Open Molecules 2025 dataset
Level of theory: ωB97M-V/def2-TZVPD

Values from the calculation:
energy above the lowest of the compared OMol25 structures with the same formula, charge and spin	17.45	kcal/mol
net charge	+1
lowest unoccupied orbital energy	-4.162	eV
gap between HOMO and LUMO	11.41	eV
structure (SMILES)	CNC=[NH2+]

Positions of all 11 atoms, in Å:
C  -1.65618  -0.14995  0.09795
N  -0.36234  0.41050  0.27198
C  0.71723  0.06205  -0.37722
N  1.98695  0.04187  0.06308
H  -1.92607  -0.73780  1.01228
H  -2.39618  0.63990  -0.26410
H  -1.66726  -0.87743  -0.66617
H  -0.30297  1.03074  1.02423
H  0.52065  -0.36471  -1.34317
H  2.51735  0.19295  0.90077
H  2.56882  -0.24811  -0.71963

Forces on the atoms, in the same order (eV/Å):
C -2.3468 0.4739 -0.2097
N 1.3580 -0.0285 -0.5308
C 0.4317 -0.4392 1.8879
N -0.7920 -0.3291 -3.0621
H -0.1292 1.0215 -0.6060
H 0.7566 -1.0369 1.1318
H 0.3384 -0.8404 -1.0638
H 0.5051 0.8578 1.5951
H 0.3311 -0.3093 -0.3718
H -0.7946 0.5015 0.7308
H 0.3417 0.1288 0.4984

***

| no. | energy (a.u.) |
| --- | --- |
| 1 | -1202.97119 |
| 2 | -432.52576 |
| 3 | -432.47717 |
| 4 | -541.98989 |
| 5 | -1060.72688 |
| 6 | -135.03200 |
| 7 | -135.03624 |
| 8 | -189.78874 |
| 9 | -189.67224 |
| 10 | -189.65257 |